ORCA calculation (wB97M-V/def2-TZVPD) on C5H10O2 as an isolated structure.

Calculated values
LUMO level ... 0.969 eV
F_max ... 0.008 Eh/bohr
Calculated total energy ... -9438.1354 eV
HOMO-LUMO gap ... 10.19 eV

Atoms and positions in Å:
C -1.457617 -0.703428 -0.600432
C -1.621457 0.469308 0.355741
O -0.435910 0.605425 1.120630
C 0.634914 0.541780 0.209574
C 1.957765 0.520197 0.946087
C 0.466131 -0.729295 -0.623560
O 0.861073 -0.744819 -1.886796
H -2.064285 -0.571029 -1.512403
H -0.449940 -0.718060 -1.556477
H -1.694826 -1.678157 -0.173575
H -1.804235 1.395154 -0.211575
H -2.445257 0.326124 1.059104
H 0.596519 1.387992 -0.496643
H 2.778200 0.420073 0.228323
H 2.092627 1.445296 1.512834
H 1.991816 -0.321218 1.645795
H 0.594482 -1.645343 -0.016627

Cartesian forces, eV/Å:
-0.1244 -0.0624 0.1083
-0.2077 0.0092 -0.1103
0.0219 0.0049 0.0771
0.2350 -0.0214 -0.1411
0.0215 -0.0051 0.0382
0.0757 0.0219 0.3912
0.0716 -0.0291 -0.1110
0.1414 -0.0088 0.0530
-0.2458 0.0042 -0.1227
0.0565 0.1420 -0.0483
0.0305 -0.1194 0.0776
0.0967 0.0089 -0.1062
-0.0101 -0.0848 0.0940
-0.1153 0.0236 0.1024
-0.0182 -0.1155 -0.0980
-0.0190 0.0906 -0.0955
-0.0105 0.1411 -0.1088

Charges per atom according to natural (NBO) partitioning, unit e: atom 1 (C): -0.66, atom 2 (C): -0.08, atom 3 (O): -0.51, atom 4 (C): 0.03, atom 5 (C): -0.62, atom 6 (C): 0.23, atom 7 (O): -0.77, atom 8 (H): 0.25, atom 9 (H): 0.51, atom 10 (H): 0.23, atom 11 (H): 0.17, atom 12 (H): 0.20, atom 13 (H): 0.18, atom 14 (H): 0.23, atom 15 (H): 0.23, atom 16 (H): 0.21, atom 17 (H): 0.16